(one)
57
Properties=species:S:1:pos:R:3:mulliken_charge:R:1 method="wB97M-V/def2-TZVPD" lumo_energy_ev=0.588 homo_lumo_gap_ev=7.6 homo_ev=-6.993 total_charge=0
C -7.42554 -2.23842 0.84629 -1.73
H -8.38890 -2.24918 0.98250 0.42
O -6.97621 -0.79659 0.55696 -0.32
C -5.77492 -0.59916 0.27102 0.98
C -4.80442 -1.69899 0.00366 -1.16
C -3.58040 -1.26138 -0.08140 0.08
C -3.26398 0.03481 -0.12561 0.79
C -4.19139 1.14288 -0.27254 -1.04
C -5.54078 0.81529 0.04424 0.40
O -6.27327 1.82640 0.22688 -0.49
C -7.74069 1.93591 0.55649 -0.61
H -8.17375 2.85192 0.44846 0.33
H -8.18739 0.97522 -0.33526 0.18
H -7.81737 1.36473 1.55296 0.22
H -3.96018 2.15595 -0.38031 0.40
C -1.86903 0.49468 -0.47414 -0.14
C -1.30554 1.59884 -0.92089 -0.22
S 0.31729 1.68837 -1.17028 -0.25
C 0.45711 0.14662 -0.90753 -0.26
N -0.85242 -0.37504 -0.42139 -0.49
C 1.46761 -0.78870 -0.89061 1.19
C 1.35858 -1.96027 -0.16847 0.58
O 0.40629 -2.60856 0.15006 -0.52
H -0.41396 -2.04282 0.20419 0.57
C 2.85215 -2.46868 -0.55703 -1.22
N 3.73165 -1.52471 -0.82160 0.73
C 2.91513 -0.63396 -1.13993 -0.08
N 3.46734 0.75216 -1.68598 -0.91
H 2.67899 1.28419 -1.75350 0.15
C 5.11064 -1.61144 -0.84184 -0.84
H 5.35208 -0.50165 -1.41074 0.33
C 5.76470 -1.77898 0.30636 -0.46
H 5.76674 -2.75623 0.77178 0.41
C 5.20179 -1.01616 1.54216 -1.29
N 4.92043 0.40474 1.19490 0.58
C 3.76968 1.22843 1.34713 0.75
O 2.75665 0.44805 1.50464 -0.74
C 3.85184 2.51597 1.21880 -1.12
H 3.84534 3.11278 1.89952 0.97
C 5.07239 2.69996 0.31177 -0.88
H 5.10033 2.30538 -0.68287 0.35
H 5.55364 3.60047 0.57882 0.40
C 5.88625 1.36596 0.84390 -0.82
H 6.50793 1.57776 1.72731 0.41
H 6.56904 1.02487 0.02282 0.34
H 3.16260 2.76215 0.34380 0.04
H 4.34681 -1.39839 1.94429 0.54
H 6.05553 -1.05589 2.44968 0.29
H 6.87864 -1.42709 0.17761 0.35
H 5.26269 -2.31061 -1.54102 0.49
H 3.16537 -2.89425 0.65120 0.25
H 2.95221 -3.47934 -1.01614 0.33
H -1.70121 2.73046 -1.21244 0.03
H -2.71089 -2.02644 -0.14312 -0.03
H -4.95030 -2.63490 0.38827 0.39
H -7.25656 -2.72799 0.06321 0.74
H -6.95470 -2.74880 1.52929 0.60



(two)
57
Properties=species:S:1:pos:R:3:mulliken_charge:R:1 method="wB97M-V/def2-TZVPD" lumo_energy_ev=0.527 smiles="COc1ccc(NC(=O)CN(c2ccc(C)cc2)S(=O)(=O)c2c(C)nn(C)c2C)cc1" homo_lumo_gap_ev=8.3 homo_ev=-7.762 total_charge=0
C 6.66767 -2.24226 -3.68731 -0.83
O 6.35496 -1.80027 -2.38991 -0.46
C 5.07685 -1.39571 -2.13235 0.79
C 4.04076 -1.38099 -3.05755 -0.30
C 2.77730 -0.94802 -2.69023 -0.71
C 2.53025 -0.52370 -1.39195 0.29
N 1.27960 -0.07656 -0.94713 0.44
C 0.14528 0.07941 -1.65259 0.27
O 0.00351 -0.11714 -2.84447 -0.72
C -1.04158 0.60570 -0.81807 -0.87
N -1.25972 0.05690 0.50061 0.22
C -1.73027 -1.26492 0.62762 0.82
C -2.51782 -1.62770 1.71660 -0.28
C -2.99555 -2.91859 1.83404 -1.13
C -2.72978 -3.88014 0.86716 0.90
C -3.24368 -5.28009 1.01376 -1.45
C -1.96188 -3.50554 -0.22590 -1.35
C -1.46313 -2.22163 -0.34814 -0.07
S -0.55057 0.90188 1.76824 1.23
O -1.05132 0.41277 3.01489 -0.70
O 0.88452 0.88706 1.60244 -0.78
C -1.12478 2.54386 1.51082 0.57
C -0.45131 3.66197 0.96488 0.85
C 0.92427 3.72313 0.41066 -1.21
N -1.24924 4.71146 0.99827 -1.08
N -2.40230 4.31361 1.54289 0.85
C -3.47347 5.25103 1.71786 -0.89
C -2.37988 3.00988 1.87768 -0.59
C -3.51350 2.29447 2.50514 -1.40
C 3.56996 -0.53947 -0.46149 -0.63
C 4.82520 -0.96860 -0.82657 -0.62
H 7.72325 -2.50891 -3.66170 0.23
H 6.51274 -1.45300 -4.43039 0.33
H 6.07960 -3.12305 -3.96571 0.33
H 4.19791 -1.70364 -4.07453 0.38
H 1.98216 -0.93697 -3.41678 0.50
H 1.25962 0.19362 0.03770 -0.05
H -0.89983 1.68299 -0.69417 0.38
H -1.94322 0.44811 -1.42059 0.34
H -2.73773 -0.90489 2.48201 0.36
H -3.59875 -3.17959 2.69175 0.38
H -2.58795 -5.85074 1.67206 0.29
H -3.27869 -5.78397 0.05107 0.37
H -4.23981 -5.28244 1.45109 0.37
H -1.74123 -4.22778 -0.99857 0.37
H -0.87182 -1.97250 -1.21375 0.43
H 1.55880 3.00328 0.92008 0.30
H 1.31944 4.72800 0.52974 0.45
H 0.91768 3.48442 -0.65341 0.24
H -3.14553 6.19871 1.29707 0.30
H -4.37076 4.91067 1.19919 0.31
H -3.70088 5.38556 2.77691 0.30
H -3.12840 1.42160 3.02478 0.27
H -4.03256 2.93681 3.21380 0.50
H -4.22827 1.96653 1.74950 0.29
H 3.37749 -0.21021 0.54916 0.43
H 5.63638 -0.98441 -0.11624 0.42



So which one is most stable? That would be (two), about 0.6601 hartree below the next structure.



(one)
19
Properties=species:S:1:pos:R:3:mulliken_charge:R:1 method="wB97M-V/def2-TZVPD" lumo_energy_ev=-2.708 homo_lumo_gap_ev=4.5 homo_ev=-7.182 total_charge=0
O 0.76887 2.80267 1.10805 -0.63
C 1.02935 1.60863 0.74962 -0.07
N 0.17648 0.61389 1.01753 -0.28
C -0.00303 -0.55498 -0.01249 0.48
C -1.43053 -1.20733 0.05905 -0.22
C -1.68899 0.05854 -0.62057 -0.37
S 1.48425 1.52298 -2.05528 -0.52
C 1.09079 -1.59555 0.47258 -1.31
H 1.99510 1.41313 0.20126 0.47
H -0.78464 1.12519 1.32923 0.29
H 0.41878 -0.17031 -0.96686 -0.13
H -1.59921 -2.11982 -0.55683 0.31
H -1.82226 -1.35096 1.09551 0.26
H -2.47140 0.71264 -0.13601 0.29
H -1.51359 0.25996 -1.72543 0.29
H 0.39884 2.45050 -1.65811 0.09
H 2.09049 -1.17498 0.51875 0.34
H 0.81646 -1.96313 1.47726 0.35
H 1.04425 -2.43107 -0.29728 0.36



(two)
19
Properties=species:S:1:pos:R:3:mulliken_charge:R:1 method="wB97M-V/def2-TZVPD" lumo_energy_ev=-1.352 smiles="CC(C)N=S.CC=O" homo_lumo_gap_ev=7.2 homo_ev=-8.558 total_charge=0
C -0.46584 2.34894 -1.19782 -1.14
C -0.82025 0.76031 -0.98281 0.38
C -2.31714 0.78885 -0.65517 -1.79
N 0.04775 0.16772 0.01633 -0.21
S -0.35413 0.42150 1.48519 -0.07
H -0.19518 2.50109 -2.21345 0.31
H -1.33451 2.92074 -1.02174 0.36
H 0.55999 2.53891 -0.67489 0.31
H -0.72649 0.18100 -1.86167 0.37
H -2.55132 1.44684 0.14210 0.48
H -2.49815 -0.25568 -0.42557 0.46
H -2.85660 1.18693 -1.48550 0.45
C 2.43336 -2.01348 1.71285 -0.83
C 1.36946 -2.29612 0.67777 0.25
O 0.63011 -3.27782 0.73146 -0.54
H 2.25925 -2.53945 2.70977 0.27
H 2.49580 -0.90931 1.72737 0.24
H 3.26509 -2.46408 1.31455 0.33
H 1.05879 -1.50691 0.00124 0.39



(three)
19
Properties=species:S:1:pos:R:3:mulliken_charge:R:1 method="wB97M-V/def2-TZVPD" lumo_energy_ev=0.689 smiles="CC(=O)NCCCS" homo_lumo_gap_ev=9.9 homo_ev=-9.261 total_charge=0
C -2.03964 -1.03991 1.54326 -1.14
C -0.73411 -0.72464 2.21365 0.68
O -0.63547 -0.68814 3.42565 -0.64
N 0.32744 -0.38275 1.42141 -0.13
C 0.36690 -0.35672 -0.01966 -0.59
C 1.22599 0.78060 -0.55911 -0.42
C 0.78123 1.40334 -1.88295 -0.83
S 1.62661 0.66320 -3.33597 -0.21
H -2.75831 -1.32263 2.30348 0.30
H -2.34406 -0.11053 1.05326 0.30
H -2.01673 -1.84280 0.81030 0.35
H 1.21865 -0.37887 1.89511 0.24
H 0.66818 -1.29934 -0.48796 0.25
H -0.63494 -0.27428 -0.40515 0.30
H 1.29834 1.55248 0.22091 0.35
H 2.27074 0.45473 -0.56071 0.40
H -0.27012 1.21066 -1.99504 0.38
H 1.04352 2.44955 -1.89553 0.31
H 0.60578 -0.09393 -3.74496 0.11



(four)
19
Properties=species:S:1:pos:R:3:mulliken_charge:R:1 method="wB97M-V/def2-TZVPD" lumo_energy_ev=0.794 smiles="O=CNCCCCS" homo_lumo_gap_ev=10.0 homo_ev=-9.168 total_charge=0
O -1.94589 -2.65512 1.50958 -0.56
C -1.63251 -2.73696 0.31408 -0.05
N -1.35403 -1.47764 -0.31328 -0.12
C -1.32629 -0.33001 0.64529 -0.79
C 0.06247 0.40804 0.81743 -0.58
C 0.80878 0.55560 -0.48533 -0.36
C 1.84534 1.64200 -0.28645 -0.66
S 2.47453 2.27350 -1.82127 -0.24
H -1.71158 -3.64221 -0.14327 0.48
H -1.03358 -1.34104 -1.26216 0.22
H -1.95796 0.46127 0.29059 0.36
H -1.71803 -0.66579 1.68871 0.32
H 0.49012 -0.42878 1.47525 0.22
H -0.01920 1.28980 1.42444 0.41
H 1.29312 -0.45683 -0.70550 0.18
H 0.13901 0.80416 -1.33957 0.37
H 1.51994 2.41001 0.44973 0.34
H 2.63587 1.15409 0.19944 0.36
H 1.42989 2.73590 -2.45770 0.10



So which one is most stable? That would be (three), about 0.0509 hartree below the next structure.



(one)
19
Properties=species:S:1:pos:R:3:mulliken_charge:R:1 method="wB97M-V/def2-TZVPD" lumo_energy_ev=0.709 smiles="CC(=O)NCCCS" homo_lumo_gap_ev=10.0 homo_ev=-9.308 total_charge=0
C 0.73923 1.73328 -2.35424 -1.20
C 0.25074 2.09257 -1.07680 0.74
O 0.48257 3.18257 -0.56443 -0.63
N -0.75138 1.30901 -0.43337 -0.25
C -0.65254 -0.15689 -0.22088 -0.61
C -0.61285 -0.53054 1.39616 -0.63
C 0.27229 -1.70898 1.65419 -0.80
S -0.14177 -3.34572 0.85242 -0.21
H 1.43556 0.95787 -2.25389 0.32
H -0.12588 1.36543 -2.85045 0.35
H 1.18818 2.49712 -2.91699 0.33
H -1.08746 1.85529 0.44092 0.28
H -1.46240 -0.59731 -0.57215 0.40
H 0.29072 -0.74624 -0.62470 0.25
H -0.35228 0.23685 2.09730 0.44
H -1.63413 -0.83104 1.57832 0.33
H 1.27021 -1.50824 1.20636 0.39
H 0.29924 -1.85261 2.80868 0.36
H 0.59196 -3.95242 1.83355 0.14



(two)
19
Properties=species:S:1:pos:R:3:mulliken_charge:R:1 method="wB97M-V/def2-TZVPD" lumo_energy_ev="-0.045 / -0.045" smiles="CC1(C)C=[S@](N)(=O)C1" homo_lumo_gap_ev="8.5 / 8.5" homo_ev="-8.540 / -8.541" total_charge=0
C 1.71321 1.41511 0.32611 -1.54
C 0.71283 0.39756 -0.16171 1.38
C 1.41379 -0.98012 -0.57876 -1.58
C -0.27999 0.93521 -1.10201 -0.88
S -1.77064 0.05139 -0.15109 0.68
N -2.31989 -1.52354 0.24606 -0.53
O -2.90378 0.94911 0.07166 -0.65
C -0.40619 0.07987 0.98617 -0.85
H 2.01736 1.55379 1.43497 0.25
H 1.18424 2.31250 0.08797 0.54
H 2.58344 1.44469 -0.35229 0.34
H 1.96317 -1.44028 0.22645 0.37
H 2.11585 -0.53468 -1.32114 0.39
H 0.68132 -1.58055 -1.01991 0.46
H -0.19040 0.38280 -2.02958 0.28
H -3.01044 -1.54463 0.92996 0.25
H -2.74415 -1.85059 -0.63925 0.27
H -0.24064 -0.96620 1.32107 0.40
H -0.51908 0.89858 1.72531 0.42



So which one is most stable? That would be (one), about 0.1458 hartree below the next structure.



(one)
14
Properties=species:S:1:pos:R:3:mulliken_charge:R:1 method="wB97M-V/def2-TZVPD" lumo_energy_ev=0.465 homo_lumo_gap_ev=10.5 homo_ev=-10.030 total_charge=0
C -1.63870 -0.60828 0.36265 0.40
C -2.37601 -1.68607 0.32823 -0.86
C -0.83608 0.55464 0.72254 -0.36
C 0.57013 0.50126 0.03965 -0.79
C -0.74395 -1.26870 -0.79232 -0.06
C 0.66336 -0.91455 -0.46965 -0.14
Cl -1.25647 -0.58067 -2.37811 -0.17
Cl 1.32029 -2.04812 0.76103 -0.18
H -1.27104 1.52769 0.45205 0.26
H -0.87157 0.48488 1.82434 0.28
H 0.68499 1.16252 -0.81618 0.33
H 1.46830 0.83585 0.68236 0.34
H -0.74669 -2.32595 -0.70603 0.51
H 1.34176 -0.92766 -1.26649 0.45



(two)
14
Properties=species:S:1:pos:R:3:mulliken_charge:R:1 method="wB97M-V/def2-TZVPD" lumo_energy_ev="-0.994 / -1.318" homo_lumo_gap_ev="7.1 / 6.7" homo_ev="-8.121 / -7.984" total_charge=0
C -0.56759 0.63568 -0.72849 -0.29
C -0.81483 -0.32256 0.23049 0.72
C 0.92308 0.99392 -0.80181 -0.68
C 0.43814 -0.43226 1.08622 -0.80
C -2.07813 -1.03183 0.35389 -0.70
C 1.51448 0.14799 0.33019 0.09
Cl -3.61699 -0.51162 -0.26595 -0.15
Cl 2.59628 -1.31021 -0.47815 -0.27
H -1.31853 1.00014 -1.45281 0.34
H 1.26815 1.07871 -1.85794 0.36
H 1.17734 2.04314 -0.44082 0.23
H 0.38191 -1.27991 1.74131 0.37
H -2.13870 -1.61457 1.19119 0.42
H 2.23537 0.60337 1.09269 0.36



So which one is most stable? That would be (two), about 0.0127 hartree below the next structure.